# 1
{
  "formula": "C6H9N3O",
  "method": "the ωB97M-V functional and the def2-TZVPD basis",
  "smiles": "[H]/N=C(\\O)CC1=N[C@H]2C[C@H]2N1",
  "e_lumo_ev": 0.50,
  "symbols": ["H", "N", "C", "O", "C", "C", "N", "C", "C", "C", "N", "H", "H", "H", "H", "H", "H", "H", "H"],
  "positions_angstrom": [[-3.1179, 1.4399, -1.1351], [-2.6375, 0.4607, -0.7949], [-1.7791, 0.2997, -1.7041], [-1.8816, 1.4956, -2.6103], [-0.4109, -0.3081, -1.5996], [0.0648, -0.6140, -0.2096], [0.9439, -1.5267, 0.0409], [1.4298, -1.3031, 1.3730], [2.1008, 0.0140, 1.6816], [0.6293, -0.1234, 1.9331], [-0.2072, 0.2431, 0.8284], [-0.9907, 1.8313, -2.7660], [-0.3906, -1.2402, -2.1794], [0.3274, 0.3529, -2.0812], [1.7114, -2.1874, 1.9468], [2.7456, 0.0259, 2.5601], [2.4246, 0.6398, 0.8469], [0.2032, -0.0627, 2.9339], [-1.1655, 0.5625, 0.9355]],
  "forces_ev_per_a": [[0.802, -3.213, 1.273], [-1.415, 1.303, -0.797], [0.160, 5.282, 0.495], [0.966, -2.152, -0.060], [-0.430, -1.489, -0.868], [0.823, -0.213, 0.308], [-0.066, 0.425, -0.478], [-0.184, -0.441, 0.247], [0.058, 0.104, -0.130], [-0.219, -0.049, 0.376], [-0.432, 0.507, 0.018], [-0.004, -0.067, -0.267], [0.228, 0.112, 0.138], [-0.356, -0.115, 0.200], [-0.091, 0.290, -0.200], [-0.187, -0.016, -0.264], [-0.107, -0.182, 0.230], [0.137, -0.007, -0.310], [0.318, -0.078, 0.089]]
}

---

# 2
{
  "formula": "C6H9N3O",
  "method": "the ωB97M-V functional and the def2-TZVPD basis",
  "e_lumo_ev": 0.57,
  "symbols": ["C", "N", "C", "C", "C", "C", "N", "N", "C", "O", "H", "H", "H", "H", "H", "H", "H", "H", "H"],
  "positions_angstrom": [[-0.0945, 2.1594, -0.8853], [0.0717, -0.7103, 1.4307], [1.1536, -1.8684, -0.8065], [-0.5559, 0.4321, 0.9522], [1.2566, -0.9758, 0.7911], [0.1638, 0.9084, -0.1105], [-0.1092, -2.3265, -1.0318], [-1.7389, 0.8792, 1.5241], [1.2848, 0.0117, -0.2407], [2.1393, -2.3090, -1.3362], [-0.3633, -1.3572, 2.0709], [-0.8948, -1.9166, -0.5571], [-0.2036, -3.2187, -1.4935], [-1.8118, 0.7392, 2.5226], [-1.9763, 1.8281, 1.2733], [2.1667, 0.2309, -0.8206], [-0.5481, 2.9400, -0.2637], [0.8302, 2.5723, -1.2868], [-0.7701, 1.9811, -1.7321]],
  "forces_ev_per_a": [[-0.293, 0.008, -0.174], [-0.737, 0.204, -0.097], [0.429, -1.138, 1.516], [0.195, -0.545, 0.088], [0.183, -0.601, -2.039], [0.366, 0.045, 0.062], [0.007, 0.345, -0.046], [0.087, 0.044, -0.021], [-0.235, 1.098, 0.959], [-0.324, 0.555, 0.013], [0.118, 0.167, 0.039], [0.064, -0.110, 0.009], [-0.012, 0.247, -0.024], [0.056, -0.010, -0.086], [0.012, -0.041, -0.011], [-0.055, -0.241, -0.261], [0.029, -0.077, -0.038], [0.016, -0.036, 0.006], [0.094, 0.085, 0.104]]
}

---

# 3
{
  "formula": "C6H9N3O2",
  "method": "the ωB97M-V functional and the def2-TZVPD basis",
  "e_lumo_ev": [0.76, 0.76],
  "symbols": ["C", "C", "C", "C", "C", "C", "N", "N", "N", "O", "O", "H", "H", "H", "H", "H", "H", "H", "H", "H"],
  "positions_angstrom": [[-0.3678, -1.5862, -0.2730], [0.7631, -1.2757, -0.9642], [0.0235, 0.5275, 0.1789], [3.3007, -0.8919, 0.7249], [-2.0925, -0.6424, 1.1523], [2.1026, 0.7356, -1.0462], [-0.8409, -0.5443, 0.4042], [1.0368, 0.0439, -0.6436], [1.9997, 2.0852, -0.7099], [2.6376, -1.7887, 0.4356], [4.0134, -0.1793, 1.3348], [-1.0425, -2.5197, -0.3398], [1.3254, -1.8553, -1.6011], [0.2990, 1.2799, 1.0362], [-2.6977, -1.5463, 1.0660], [-1.7413, -0.5560, 2.1204], [-2.6881, 0.2751, 0.8038], [2.8828, 0.2881, -1.6438], [1.0454, 2.3637, -0.5873], [2.6120, 2.7117, -1.2807]],
  "forces_ev_per_a": [[-1.457, -2.765, -1.277], [-2.485, 0.711, 1.065], [0.226, 2.232, 1.546], [1.238, 1.052, 2.446], [-0.219, 2.800, -1.994], [-0.544, 0.075, 0.561], [0.000, -1.375, -0.281], [0.294, -0.248, -0.111], [2.495, 0.772, -0.509], [0.168, -1.216, -0.494], [-0.419, -0.089, -1.199], [1.592, 1.571, 0.051], [1.085, -0.864, -1.158], [-0.533, -1.630, -1.812], [0.622, -0.025, -0.617], [-0.296, 0.422, 2.505], [0.412, -1.351, 0.966], [-0.358, 0.177, -0.183], [-0.644, 0.515, -0.348], [-1.179, -0.764, 0.841]]
}

---

Going through the records in order, we get max |F| values of 5.31 2.13 3.44 eV/A.